{
  "formula": "C12H24BrF12N2O16S4V",
  "method": "ωB97M-V/def2-TZVPD",
  "symbols": ["O", "V", "O", "C", "C", "C", "O", "C", "N", "H", "H", "H", "H", "H", "H", "H", "H", "H", "H", "H", "H", "C", "C", "C", "O", "C", "N", "H", "H", "H", "H", "H", "H", "H", "H", "H", "H", "H", "H", "C", "F", "F", "F", "S", "O", "O", "O", "C", "F", "F", "F", "S", "O", "O", "O", "C", "F", "F", "F", "S", "O", "O", "O", "C", "F", "F", "F", "S", "O", "O", "O", "Br"],
  "xyz": [[-1.6374, -1.0904, 1.4159], [-1.4023, 0.5138, 1.2873], [-0.4246, 0.6974, 0.0374], [-2.9891, -5.0099, 0.0616], [-1.9651, -3.8429, 0.0021], [-0.7173, -4.3374, -0.7120], [0.0381, -3.3194, -1.2726], [1.2484, -3.6950, -1.8891], [-2.6084, -2.7840, -0.9124], [-2.1065, -1.9375, -0.6904], [-2.2937, -2.9876, -1.8686], [-3.6207, -2.8239, -0.9131], [-2.7157, -5.8960, 0.6389], [-3.2905, -5.3689, -0.9201], [-3.7822, -4.6266, 0.7092], [-1.7386, -3.3557, 0.9476], [-1.0459, -5.0599, -1.4722], [-0.1749, -4.8964, 0.0623], [1.8092, -2.7910, -2.1254], [1.0542, -4.1251, -2.8752], [1.8497, -4.2876, -1.1958], [1.8618, -0.0186, -1.8340], [2.9929, 1.0106, -1.8748], [2.5759, 2.4005, -1.4368], [3.6725, 3.2780, -1.5841], [3.4002, 4.6469, -1.4014], [4.0287, 0.6086, -0.8156], [4.1569, -0.4011, -0.7733], [4.9748, 0.9644, -0.9203], [3.5599, 0.8888, 0.0480], [1.5199, -0.1006, -2.8671], [1.0259, 0.3326, -1.2263], [2.1912, -1.0069, -1.5125], [3.5202, 0.9025, -2.8210], [2.2066, 2.4821, -0.4060], [1.7036, 2.6726, -2.0394], [4.3425, 5.1727, -1.5703], [3.1348, 4.7882, -0.3536], [2.6918, 5.0295, -2.1384], [-0.9820, 0.9214, -3.6633], [0.2217, 1.4211, -3.3027], [-1.6460, 0.7414, -2.5450], [-1.6378, 1.7487, -4.4533], [-0.7677, -0.8626, -4.4001], [-1.1064, -0.7204, -5.8255], [0.6164, -1.3027, -4.2101], [-1.7680, -1.6547, -3.6954], [-2.8793, 1.8316, 5.6327], [-4.1385, 2.2353, 5.4308], [-2.0747, 2.7637, 5.1380], [-2.6903, 1.6834, 6.9433], [-2.4983, 0.2283, 4.6856], [-3.5498, -0.7227, 5.0149], [-2.3540, 0.6272, 3.2723], [-1.2045, -0.1718, 5.2357], [-1.2040, 4.9899, 0.1523], [-0.0264, 4.9472, -0.4749], [-1.5862, 6.2473, 0.2992], [-2.0694, 4.3671, -0.6651], [-1.1101, 4.0766, 1.8455], [-1.3565, 2.6754, 1.4824], [0.2678, 4.2998, 2.2926], [-2.1535, 4.7340, 2.5964], [1.7886, -1.9583, 2.3312], [0.5042, -2.2547, 2.2666], [2.3193, -2.6269, 3.3475], [2.5110, -2.3334, 1.2551], [1.8813, -0.0724, 2.6876], [0.5210, 0.4872, 2.5673], [2.3281, -0.0635, 4.0811], [2.8646, 0.4830, 1.7556], [-4.0676, 0.6077, 0.1336]],
  "lowdin_charge": [-0.420, 0.715, -0.364, -0.046, -0.268, -0.228, -0.167, -0.084, 0.248, 0.102, 0.126, 0.152, 0.082, 0.082, 0.090, 0.127, 0.130, 0.139, 0.058, 0.097, 0.091, -0.035, -0.249, -0.180, -0.195, -0.095, 0.205, 0.150, 0.158, 0.091, 0.044, 0.052, 0.070, 0.151, 0.151, 0.131, 0.081, 0.098, 0.092, -0.634, 0.077, 0.108, 0.155, 0.512, -0.370, -0.363, -0.354, -0.659, 0.117, 0.134, 0.123, 0.535, -0.328, -0.415, -0.325, -0.649, 0.099, 0.127, 0.110, 0.535, -0.408, -0.326, -0.303, -0.633, 0.131, 0.123, 0.094, 0.577, -0.336, -0.302, -0.350, -0.185],
  "charge": -2,
  "homo_lumo_gap_ha": 0.2479,
  "e_above_lowest_kcal_mol": 46.9,
  "homo_ha": -0.1268,
  "lumo_ev": 3.30,
  "total_energy_ha": -8094.32594
}